28
Properties=species:S:1:pos:R:3 method="wB97M-V/def2-TZVPD" total_energy_ha=-748.77659 gap_ev=9.16 lumo_energy_ev=0.7793
C 2.4728 -0.4690 0.5587
C 1.7324 0.8852 -1.3973
C 1.2786 1.6535 1.1643
C -0.0996 -1.9172 -0.2112
C -2.3913 -0.1458 -1.5226
C -2.5678 -0.1963 1.4436
C 1.5570 0.5755 0.0920
N -0.1955 -0.5849 0.2489
O -1.3190 1.7636 0.0534
P -1.5320 0.3388 -0.0393
H 3.0860 -0.7756 -0.3131
H 3.1486 -0.3438 1.3736
H 1.9917 -1.3675 0.8971
H 1.2024 1.7833 -1.6601
H 1.5106 0.0611 -2.0075
H 2.7074 1.3183 -1.5249
H 2.2716 2.1699 1.4129
H 0.5192 2.2824 0.7029
H 0.7296 1.3416 2.0291
H 0.6582 -2.3918 0.4285
H -1.0971 -2.3712 -0.0749
H 0.1963 -1.8503 -1.2826
H -2.1485 0.5894 -2.2560
H -1.9021 -0.9756 -2.0147
H -3.5504 -0.1707 -1.3332
H -3.5429 -0.0154 1.2516
H -2.3570 -1.2425 1.5006
H -2.3592 0.0551 2.4803